No. 1
{"formula": "C19H21N3O2S", "method": "ωB97M-V with the def2-TZVPD basis set", "elements": ["C", "C", "N", "N", "C", "C", "C", "O", "N", "C", "C", "C", "C", "C", "C", "O", "C", "C", "S", "C", "C", "C", "C", "C", "C", "H", "H", "H", "H", "H", "H", "H", "H", "H", "H", "H", "H", "H", "H", "H", "H", "H", "H", "H", "H", "H"], "xyz": [[3.5997, -1.0602, 1.8219], [2.1913, -0.5813, 1.6312], [1.2179, -1.4417, 1.4361], [-0.1181, -1.0669, 1.3330], [-1.0978, -2.0614, 0.9218], [-1.1401, -3.1344, 2.0508], [-0.8313, -2.6888, -0.5124], [-0.6935, -3.9019, -0.6204], [-0.7515, -1.9204, -1.6763], [-1.1078, -0.5142, -1.7054], [-1.8098, -0.1342, -2.9825], [-1.1033, -0.6130, -4.2594], [-0.8905, -2.1049, -4.1310], [-0.0836, -2.4379, -2.8891], [-0.5322, 0.2553, 1.5463], [-1.7233, 0.5363, 1.5899], [0.5032, 1.2761, 1.7394], [1.8320, 0.8483, 1.7488], [2.9574, 2.1932, 1.9317], [1.6381, 3.3133, 2.0337], [1.7647, 4.6828, 2.2839], [0.6126, 5.4751, 2.2115], [-0.6390, 4.9014, 1.9154], [-0.7886, 3.5331, 1.7535], [0.3689, 2.7305, 1.8119], [3.7784, -2.0212, 1.3161], [3.8005, -1.2349, 2.9124], [4.2974, -0.3181, 1.4954], [-2.1735, -1.6819, 0.8650], [-1.9008, -3.8814, 1.8390], [-0.1831, -3.6202, 2.1146], [-1.3791, -2.6206, 2.9697], [-0.1906, 0.0717, -1.6422], [-1.7724, -0.2654, -0.8211], [-1.8960, 0.9604, -3.0117], [-2.7996, -0.5880, -2.9481], [-1.7286, -0.4122, -5.1320], [-0.1236, -0.1319, -4.3635], [-0.3971, -2.4734, -5.0242], [-1.8438, -2.5974, -4.0879], [0.0009, -3.5249, -2.8345], [0.9131, -1.9642, -2.9061], [2.7497, 5.1112, 2.4265], [0.7274, 6.5133, 2.3826], [-1.5073, 5.5354, 1.8000], [-1.7473, 3.0598, 1.6655]], "total_charge": 0, "orbital_gap_ev": 8.45, "lumo_ev": -0.182, "e_homo_ev": -8.63, "de_lowest_kcal_mol": 33.3}



No. 2
{"formula": "C36H38O5P2PdS4Si", "method": "ωB97M-V with the def2-TZVPD basis set", "elements": ["Pd", "O", "P", "C", "P", "O", "C", "C", "C", "C", "C", "C", "C", "C", "C", "C", "C", "C", "C", "C", "C", "C", "C", "C", "C", "C", "C", "C", "C", "C", "H", "H", "H", "H", "H", "H", "H", "H", "H", "H", "H", "H", "H", "H", "H", "H", "H", "H", "H", "H", "H", "H", "S", "C", "S", "S", "C", "C", "C", "C", "C", "C", "C", "S", "O", "O", "O", "H", "H", "H", "H", "H", "H", "H", "C", "Si", "C", "C", "H", "H", "H", "H", "H", "H", "H", "H", "H"], "xyz": [[1.2035, -0.5549, -1.2684], [-0.0919, -1.0392, 0.9464], [-1.3563, -0.4407, 1.4641], [-2.0904, 0.8993, 0.4580], [-2.3861, 0.3947, -1.2540], [-1.2911, -0.5301, -1.6771], [-3.9999, -0.3925, -1.3053], [-4.0847, -1.5933, -2.0050], [-5.3083, -2.2389, -2.1195], [-6.4421, -1.6891, -1.5424], [-6.3605, -0.4948, -0.8371], [-5.1408, 0.1488, -0.7154], [-2.4922, 1.8288, -2.3346], [-1.4976, 1.9390, -3.3053], [-1.5079, 3.0003, -4.1972], [-2.5127, 3.9545, -4.1245], [-3.5167, 3.8400, -3.1716], [-3.5133, 2.7751, -2.2848], [-1.1894, 0.2789, 3.1063], [-0.5481, -0.5068, 4.0655], [-0.3520, -0.0216, 5.3461], [-0.7883, 1.2539, 5.6828], [-1.4175, 2.0455, 4.7355], [-1.6153, 1.5590, 3.4493], [-2.6487, -1.6821, 1.5858], [-3.8488, -1.4209, 2.2455], [-4.8387, -2.3865, 2.2941], [-4.6252, -3.6221, 1.6918], [-3.4285, -3.8893, 1.0466], [-2.4357, -2.9200, 0.9913], [-1.3751, 1.7169, 0.4359], [-3.0098, 1.2471, 0.9353], [-3.1904, -2.0215, -2.4433], [-5.3714, -3.1746, -2.6597], [-7.3941, -2.1969, -1.6323], [-7.2448, -0.0717, -0.3784], [-5.0887, 1.0697, -0.1446], [-0.7312, 1.1749, -3.3636], [-0.7361, 3.0760, -4.9519], [-2.5227, 4.7839, -4.8200], [-4.3080, 4.5766, -3.1245], [-4.3143, 2.6915, -1.5609], [-0.1880, -1.4947, 3.8030], [0.1481, -0.6362, 6.0830], [-0.6297, 1.6330, 6.6841], [-1.7508, 3.0426, 4.9915], [-2.0991, 2.1969, 2.7212], [-4.0144, -0.4626, 2.7284], [-5.7729, -2.1820, 2.8010], [-5.3980, -4.3795, 1.7315], [-3.2642, -4.8510, 0.5778], [-1.5040, -3.1054, 0.4730], [-0.0743, -3.6280, -4.5410], [0.4052, -2.7086, -3.2756], [1.0630, -1.1735, -3.5382], [0.3916, -2.9094, -1.6158], [9.5884, -1.0900, 1.1439], [8.1659, -1.1357, 0.6590], [7.1688, -1.7370, 1.4269], [5.8610, -1.8067, 0.9831], [5.5334, -1.2709, -0.2560], [6.5045, -0.6643, -1.0339], [7.8134, -0.6005, -0.5732], [3.8637, -1.3835, -0.8281], [3.6928, -2.7416, -1.2653], [3.6376, -0.3620, -1.8773], [3.0594, -0.9737, 0.3388], [9.6366, -0.9149, 2.2191], [10.1516, -0.3006, 0.6466], [10.1005, -2.0340, 0.9449], [7.4214, -2.1549, 2.3950], [5.0944, -2.2690, 1.5905], [6.2408, -0.2419, -1.9950], [8.5717, -0.1244, -1.1842], [2.5476, 1.7047, 1.0432], [1.7991, 1.6899, -0.6566], [2.9352, 2.2927, -2.0127], [0.4331, 2.9848, -0.5236], [2.5937, 2.7625, 1.3302], [3.5393, 1.2624, 1.0814], [1.9240, 1.1717, 1.7638], [2.6829, 3.3325, -2.2389], [2.9004, 1.7167, -2.9346], [3.9615, 2.2350, -1.6502], [1.0232, 3.8917, -0.6976], [0.0536, 3.0482, 0.4975], [-0.4003, 3.0043, -1.2192]], "total_charge": 0, "orbital_gap_ev": [5.89, 5.82], "lumo_ev": [-1.919, -1.975], "e_homo_ev": [-7.81, -7.79], "de_lowest_kcal_mol": 78.2}



No. 3
{"formula": "C4H7NO2", "method": "ωB97M-V with the def2-TZVPD basis set", "elements": ["C", "N", "C", "C", "O", "C", "O", "H", "H", "H", "H", "H", "H", "H"], "xyz": [[-0.6535, 1.6477, -0.0517], [-0.4256, 0.3018, 0.4442], [-0.9765, -0.7755, -0.4010], [0.4065, -1.4143, -0.4003], [0.8720, -2.4933, -0.6538], [0.9676, -0.1720, 0.2981], [1.7266, -0.4105, 1.4398], [-0.2684, 2.3840, 0.6681], [-0.1519, 1.8077, -1.0315], [-1.7342, 1.8114, -0.1857], [-1.3157, -0.4534, -1.3975], [-1.7670, -1.3713, 0.0705], [1.5395, 0.5103, -0.3559], [1.7805, -1.3727, 1.5566]], "total_charge": 0, "orbital_gap_ev": 10.33, "lumo_ev": 0.760, "e_homo_ev": -9.57, "de_lowest_kcal_mol": 51.5}



No. 4
{"formula": "C5H12NO", "method": "ωB97M-V with the def2-TZVPD basis set", "elements": ["C", "C", "C", "C", "C", "N", "O", "H", "H", "H", "H", "H", "H", "H", "H", "H", "H", "H", "H"], "xyz": [[0.7447, -2.0155, -0.2917], [1.5910, 0.2040, -0.6549], [-1.0621, -0.7544, 0.3024], [0.2637, 1.0134, -0.6116], [-1.4004, 1.3564, 1.4041], [1.3516, -1.1353, -1.1490], [-0.5313, 0.4859, 0.6454], [1.1565, -2.1532, 0.7043], [0.3967, -2.9450, -0.7915], [2.2139, 0.7791, -1.4150], [2.3274, 0.2541, 0.2573], [-1.7457, -0.6363, -0.5549], [-1.4719, -1.2925, 1.2309], [0.6065, 2.1095, -0.5435], [-0.4001, 0.9016, -1.3911], [-2.3765, 1.4587, 0.9634], [-1.5293, 0.9204, 2.4341], [-1.0051, 2.4341, 1.5575], [0.8705, -0.9852, -2.0962]], "total_charge": 1, "orbital_gap_ev": 9.46, "lumo_ev": -2.893, "e_homo_ev": -12.35, "de_lowest_kcal_mol": 117.5}